14
Properties=species:S:1:pos:R:3:forces:R:3:mulliken_charge:R:1 method="wB97M-V/def2-TZVPD" e_above_lowest_ev=0.454 homo_lumo_gap_ev=10.422 smiles="CC/N=C(/N)C#N" spin_multiplicity=1
C 0.1335 0.1411 1.9569 -0.070 0.009 0.069 -0.9746
C 1.0696 0.0775 0.7528 0.083 -0.086 0.132 -0.4643
N 0.4881 0.7370 -0.4059 -0.246 -0.304 -0.264 -0.6080
C -0.2441 0.0874 -1.2121 0.186 0.200 0.168 0.7420
N -0.7282 0.6494 -2.3735 -0.086 0.113 0.009 -0.4819
C -0.6128 -1.3245 -1.0377 -0.191 -0.946 0.229 0.0754
N -0.9161 -2.4257 -0.8540 0.302 1.084 -0.191 -0.3887
H -0.7572 -0.4751 1.7941 0.110 0.105 -0.010 0.2875
H -0.1872 1.1706 2.1418 0.051 -0.117 -0.030 0.3056
H 0.6370 -0.2307 2.8543 -0.039 0.041 -0.115 0.3231
H 1.3317 -0.9706 0.5451 -0.050 0.134 -0.013 0.3507
H 1.9998 0.6068 0.9827 -0.128 -0.103 -0.031 0.3085
H -0.6132 1.6536 -2.4011 -0.036 -0.111 -0.030 0.2760
H -1.6008 0.3032 -2.7434 0.112 -0.020 0.077 0.2487